1.
ORCA calculation (ωB97M-V with the def2-TZVPD basis set) on a molecular structure, C26H36F5MgN6O6Se2Si.

Structure (XYZ):
```
83
Properties=species:S:1:pos:R:3:mulliken_charge:R:1
Mg -0.43 0.28 -0.48 3.739
C 1.79 -0.95 1.70 0.033
C 0.47 -1.65 1.99 -0.892
N -0.64 -0.84 1.47 -0.144
C -1.95 -1.52 1.51 -0.888
C -2.88 -0.79 0.56 -0.771
N -2.24 -0.78 -0.77 -0.267
C -3.19 -0.42 -1.83 -0.588
C -2.56 -0.53 -3.21 -0.891
C -1.49 0.54 -3.45 -0.659
N -0.30 0.34 -2.61 -0.455
C 0.53 -0.81 -3.02 -0.885
C 1.72 -0.90 -2.08 -1.156
N 1.21 -1.03 -0.71 -0.386
C 2.28 -1.20 0.27 -1.125
H 2.56 -1.28 2.40 0.554
H 1.66 0.13 1.85 -0.298
H 0.36 -1.83 3.07 0.554
H 0.44 -2.62 1.49 0.165
H -0.72 0.00 2.04 0.138
H -2.36 -1.56 2.52 0.416
H -1.81 -2.54 1.15 0.303
H -3.04 0.24 0.87 0.251
H -3.85 -1.30 0.53 0.546
H -1.95 -1.75 -0.95 -0.587
H -3.51 0.61 -1.66 0.020
H -4.08 -1.07 -1.78 0.418
H -3.34 -0.40 -3.96 0.480
H -2.14 -1.53 -3.34 0.323
H -1.91 1.51 -3.20 0.161
H -1.21 0.54 -4.52 0.474
H 0.27 1.17 -2.70 0.266
H 0.86 -0.72 -4.06 0.465
H -0.05 -1.73 -2.92 0.348
H 2.32 0.01 -2.14 0.353
H 2.34 -1.76 -2.37 0.565
H 0.65 -1.89 -0.70 -0.594
H 3.09 -0.50 0.04 0.456
H 2.69 -2.22 0.21 0.408
O 0.97 1.86 -0.52 -0.994
C 0.40 2.22 0.54 2.079
O -0.76 1.84 0.84 -0.696
C 1.21 3.01 1.53 -0.209
C 2.26 3.80 1.08 0.173
C 3.12 4.38 2.00 -1.020
C 2.98 4.17 3.36 -0.458
C 1.94 3.36 3.78 -0.596
C 1.04 2.80 2.88 -0.269
N 1.82 3.04 5.20 1.046
O 2.54 3.64 5.98 -0.639
O 1.02 2.19 5.53 -0.620
N 4.25 5.18 1.52 1.073
O 4.93 5.74 2.36 -0.654
O 4.44 5.23 0.33 -0.608
H 2.42 3.95 0.02 0.838
H 3.67 4.59 4.06 0.621
H 0.23 2.19 3.25 0.546
F 1.44 6.86 0.13 -0.441
C 0.40 6.03 -0.09 0.722
C 0.39 5.17 -1.18 0.072
F 1.44 5.16 -2.02 -0.469
C -0.68 4.33 -1.38 0.656
F -0.61 3.49 -2.43 -0.450
C -1.80 4.30 -0.54 -0.517
Se -3.24 3.17 -0.84 -0.213
C -1.75 5.19 0.54 0.484
F -2.77 5.22 1.41 -0.404
C -0.68 6.03 0.77 0.216
F -0.67 6.85 1.83 -0.373
C -1.26 -6.74 0.89 -1.035
Si -0.68 -6.23 -0.84 0.329
C 1.04 -6.95 -1.11 -1.044
C -1.83 -7.01 -2.11 -1.035
Se -0.65 -4.02 -1.06 -0.573
H -1.25 -7.82 1.01 0.337
H -2.28 -6.38 1.08 0.268
H -0.61 -6.31 1.66 0.252
H 1.03 -8.04 -1.06 0.331
H 1.75 -6.58 -0.37 0.276
H 1.42 -6.66 -2.10 0.274
H -1.81 -8.10 -2.06 0.342
H -1.53 -6.71 -3.12 0.270
H -2.86 -6.68 -1.96 0.262
```

Summary:
total charge = -1
DFT total energy = -206377.679 eV
E_LUMO = 0.790 eV
Kohn-Sham gap = 5.0 eV

***

2.
ORCA calculation (ωB97M-V with the def2-TZVPD basis set) on 4 unconnected molecules or ions with the total composition C26H36FIN2O13P at a distorted geometry.

Structure (XYZ):
```
80
Properties=species:S:1:pos:R:3:mulliken_charge:R:1
C 6.12 -2.34 1.58 -1.036
C 4.86 -1.82 0.76 -0.539
P 3.28 -1.90 1.78 -0.068
C 3.69 -1.65 3.61 -1.176
C 2.09 -0.51 1.29 -0.035
C 0.99 -0.89 0.43 0.180
N 0.75 -2.19 -0.07 -0.305
C 0.02 0.18 0.07 0.334
C -1.24 -0.14 -0.82 -0.770
C -2.33 -0.63 0.22 0.613
O -1.99 -1.49 0.98 -0.547
O -3.60 -0.06 0.26 -0.324
C -4.00 0.01 1.63 0.650
C -5.33 -0.65 2.14 -0.949
O -3.35 0.62 2.42 -0.450
C 0.23 1.52 0.57 -0.362
C 1.37 1.82 1.42 0.036
C 1.54 3.27 1.96 -0.844
C 1.80 4.36 0.86 0.289
O 2.70 5.11 1.04 -0.394
I 0.64 4.64 -0.94 0.141
N 2.24 0.80 1.72 0.589
F 3.28 1.11 2.51 -0.221
H 6.25 -1.76 2.53 0.260
H 7.06 -2.30 0.97 0.344
H 5.96 -3.42 1.86 0.315
H 5.05 -0.83 0.27 0.423
H 4.72 -2.56 -0.08 0.294
H 2.78 -1.18 4.05 0.310
H 3.85 -2.64 4.13 0.432
H 4.59 -1.00 3.77 0.368
H 0.78 -2.22 -1.09 0.236
H 1.33 -2.90 0.37 0.301
H -1.00 -0.97 -1.52 0.389
H -1.59 0.77 -1.36 0.347
H -5.60 -1.49 1.45 0.290
H -5.21 -1.04 3.17 0.316
H -6.16 0.11 2.16 0.302
H -0.54 2.28 0.29 0.570
H 0.63 3.52 2.58 0.405
H 2.42 3.28 2.66 0.285
C 2.29 4.48 -6.14 -1.439
C 1.06 3.61 -6.14 0.507
C 0.00 4.03 -5.16 -0.320
O -0.68 2.80 -4.90 -0.149
C 0.23 1.81 -5.10 0.587
O 0.05 0.66 -4.80 -0.528
O 1.36 2.29 -5.68 -0.374
H 3.10 4.01 -6.70 0.366
H 2.08 5.46 -6.59 0.387
H 2.66 4.65 -5.13 0.330
H 0.66 3.53 -7.15 0.263
H -0.68 4.78 -5.57 0.343
H 0.41 4.40 -4.21 -0.007
C -0.53 -3.78 5.36 -1.417
C 0.38 -3.90 6.57 0.540
C 0.20 -2.80 7.58 -0.500
O 1.48 -2.77 8.21 -0.315
C 2.38 -3.22 7.30 0.657
O 3.57 -3.15 7.42 -0.526
O 1.75 -3.74 6.20 -0.334
H -0.20 -4.46 4.58 0.352
H -1.56 -4.01 5.63 0.393
H -0.49 -2.77 4.94 0.302
H 0.27 -4.89 7.02 0.246
H -0.58 -3.02 8.31 0.321
H 0.02 -1.82 7.13 0.294
C -2.98 0.61 -4.32 -1.116
C -4.47 0.45 -4.51 0.429
C -4.88 -0.86 -5.13 -0.539
O -6.12 -0.52 -5.75 -0.328
C -6.06 0.80 -6.05 0.593
O -6.85 1.38 -6.73 -0.514
O -4.97 1.39 -5.47 -0.361
H -2.73 1.65 -4.08 0.406
H -2.62 -0.03 -3.51 0.150
H -2.44 0.36 -5.23 0.364
H -4.99 0.63 -3.56 0.290
H -5.02 -1.65 -4.39 0.309
H -4.19 -1.21 -5.90 0.338
```

Summary:
total charge = +1
DFT total energy = -77241.298 eV
E_LUMO = -4.340 eV
Kohn-Sham gap = 7.4 eV

***

3.
ORCA calculation (ωB97M-V with the def2-TZVPD basis set) on a molecular structure, C26H36LiNOSSi2.

Structure (XYZ):
```
68
Properties=species:S:1:pos:R:3:nbo_charge:R:1
Li 0.22 0.31 0.07 0.881
C 0.27 3.89 -0.21 -1.125
Si -0.96 3.17 1.05 1.723
C -2.27 4.52 1.19 -1.136
C -0.19 3.12 2.77 -1.119
C -1.46 1.50 0.49 -1.543
C -1.60 1.42 -0.99 0.280
C -2.49 2.20 -1.77 -0.290
C -2.52 2.06 -3.14 -0.140
C -1.67 1.15 -3.76 -0.302
C -0.83 0.42 -2.96 0.053
N -0.79 0.55 -1.63 -0.586
Si -2.79 0.62 1.37 1.711
C -3.03 -1.07 0.59 -1.117
C -2.38 0.38 3.19 -1.115
C -4.49 1.44 1.33 -1.130
H 0.97 4.59 0.25 0.225
H -0.27 4.43 -0.99 0.235
H 0.85 3.10 -0.71 0.212
H -1.79 5.46 1.47 0.227
H -3.02 4.28 1.94 0.228
H -2.79 4.69 0.24 0.224
H 0.47 3.97 2.94 0.226
H 0.37 2.20 2.94 0.214
H -0.97 3.16 3.54 0.232
H -3.15 2.89 -1.26 0.222
H -3.21 2.66 -3.73 0.212
H -1.67 1.01 -4.83 0.217
H -0.14 -0.30 -3.38 0.191
H -2.11 -1.66 0.63 0.221
H -3.32 -0.97 -0.46 0.232
H -3.81 -1.64 1.10 0.229
H -1.41 -0.10 3.32 0.224
H -3.14 -0.25 3.67 0.230
H -2.36 1.33 3.73 0.228
H -4.82 1.61 0.30 0.227
H -4.48 2.40 1.84 0.227
H -5.23 0.80 1.81 0.228
O 1.98 0.25 0.53 -1.041
S 2.53 1.51 1.16 1.265
C 3.35 0.96 2.68 -0.615
C 4.43 -0.06 2.44 -0.081
C 5.77 0.29 2.56 -0.164
C 6.77 -0.62 2.26 -0.231
C 6.44 -1.90 1.84 -0.211
C 5.10 -2.26 1.73 -0.204
C 4.10 -1.35 2.03 -0.184
C 4.02 1.98 0.18 -0.617
C 4.07 1.18 -1.09 -0.053
C 4.84 0.03 -1.16 -0.201
C 4.85 -0.74 -2.31 -0.194
C 4.07 -0.37 -3.40 -0.210
C 3.28 0.77 -3.33 -0.221
C 3.29 1.55 -2.18 -0.151
H 2.54 0.59 3.30 0.257
H 3.74 1.87 3.14 0.240
H 6.03 1.29 2.89 0.203
H 7.81 -0.33 2.36 0.219
H 7.22 -2.61 1.61 0.220
H 4.84 -3.26 1.41 0.221
H 3.06 -1.63 1.94 0.233
H 4.90 1.81 0.79 0.246
H 3.90 3.05 -0.01 0.245
H 5.44 -0.27 -0.30 0.220
H 5.46 -1.63 -2.35 0.213
H 4.06 -0.98 -4.29 0.215
H 2.67 1.06 -4.17 0.217
H 2.67 2.44 -2.13 0.209
```

Summary:
DFT total energy = -57882.156 eV
E_LUMO = 0.342 eV
Kohn-Sham gap = 7.2 eV

***

4.
ORCA calculation (ωB97M-V with the def2-TZVPD basis set) on a molecular structure, C26H36MnN6SSi at a distorted geometry.

Structure (XYZ):
```
71
Properties=species:S:1:pos:R:3:mulliken_spin:R:1
Mn -0.32 -0.69 -0.24 3.427
C 3.24 -3.05 2.82 0.000
C 1.89 -3.59 2.41 0.003
N 1.39 -2.77 1.29 0.019
C 2.14 -2.00 0.49 -0.035
N 1.50 -1.25 -0.45 -0.007
C 2.40 -0.76 -1.52 0.014
C 3.59 -0.06 -0.88 0.013
C 4.36 -1.08 -0.07 -0.005
N 3.46 -2.02 0.62 0.004
C 4.10 -2.94 1.58 0.000
H 3.70 -3.71 3.55 0.000
H 3.13 -2.06 3.27 0.000
H 1.17 -3.55 3.22 0.000
H 1.98 -4.63 2.08 0.000
H 0.47 -3.01 0.94 0.026
H 1.85 -0.11 -2.18 -0.003
H 2.74 -1.62 -2.11 0.007
H 3.23 0.73 -0.22 -0.009
H 4.23 0.38 -1.63 0.003
H 4.97 -0.60 0.69 0.001
H 5.02 -1.67 -0.71 0.000
H 5.08 -2.53 1.80 -0.001
H 4.25 -3.91 1.10 0.001
C -3.28 -0.11 -0.57 0.042
C -4.71 -0.70 -0.72 0.002
N -4.67 -2.15 -0.58 -0.001
C -4.13 -2.50 0.72 -0.001
C -2.67 -1.99 0.84 0.048
N -2.30 -1.22 -0.40 -0.144
C -2.42 -2.15 -1.58 0.026
C -3.86 -2.73 -1.63 0.000
H -3.20 0.55 0.30 0.000
H -2.99 0.45 -1.45 -0.006
H -5.11 -0.46 -1.70 0.001
H -5.37 -0.28 0.03 0.000
H -4.17 -3.58 0.84 0.000
H -4.75 -2.05 1.50 0.001
H -1.97 -2.83 0.94 -0.008
H -2.55 -1.34 1.70 -0.006
H -1.66 -2.93 -1.47 0.006
H -2.18 -1.57 -2.47 -0.001
H -3.84 -3.81 -1.49 0.000
H -4.31 -2.53 -2.59 0.001
S -0.37 0.22 1.89 0.000
C 1.29 0.34 2.25 0.019
N 2.42 0.39 2.49 0.002
C 3.69 4.09 -0.58 -0.008
C 3.11 3.81 0.65 0.002
C 1.96 3.04 0.72 -0.018
C 1.39 2.54 -0.46 -0.025
C 1.97 2.84 -1.70 -0.010
C 3.11 3.62 -1.76 0.002
Si -0.17 1.63 -0.44 -0.161
C -1.67 2.67 -0.43 -0.034
C -2.24 3.08 -1.64 -0.014
C -3.32 3.95 -1.62 0.001
C -3.84 4.40 -0.41 -0.008
C -3.27 3.99 0.79 0.001
C -2.19 3.12 0.79 -0.007
H 4.59 4.69 -0.63 0.000
H 3.55 4.20 1.56 0.000
H 1.52 2.84 1.69 -0.001
H 1.53 2.48 -2.63 -0.006
H 3.56 3.86 -2.71 0.000
H -0.36 -0.64 -1.80 -0.143
H -1.85 2.75 -2.59 -0.004
H -3.76 4.29 -2.55 0.000
H -4.68 5.07 -0.40 0.000
H -3.67 4.35 1.73 0.000
H -1.75 2.81 1.73 -0.002
```

Summary:
total charge = +2
DFT total energy = -86504.966 eV
E_LUMO (spin up / spin down) = -8.101 / -6.709 eV
spin multiplicity = 4
Kohn-Sham gap (spin up / spin down) = 5.9 / 7.4 eV

***

5.
ORCA calculation (ωB97M-V with the def2-TZVPD basis set) on a single C26H36N2O8 molecule.

Structure (XYZ):
```
72
Properties=species:S:1:pos:R:3:nbo_charge:R:1
C -3.95 -1.27 -2.52 -0.255
O -3.92 -0.01 -1.89 -0.480
C -2.71 0.50 -1.56 0.276
C -1.49 0.00 -1.99 -0.305
C -0.31 0.64 -1.65 -0.052
C 0.96 0.10 -2.20 0.661
O 1.12 -1.08 -2.45 -0.666
N 1.91 1.03 -2.45 -0.606
C 3.22 0.68 -2.95 -0.223
C 4.32 0.91 -1.90 -0.395
C 4.08 0.06 -0.65 -0.407
C 5.21 0.24 0.36 -0.388
C 5.04 -0.63 1.61 -0.395
C 3.88 -0.21 2.51 -0.230
N 2.59 -0.69 2.06 -0.606
C 1.53 0.11 1.83 0.677
O 1.59 1.33 1.94 -0.663
C 0.28 -0.60 1.47 -0.118
C 0.28 -1.73 0.66 -0.330
C -0.92 -2.35 0.33 0.349
O -1.02 -3.43 -0.49 -0.517
C 0.13 -3.85 -1.20 -0.272
C -2.12 -1.86 0.86 0.163
O -3.34 -2.42 0.55 -0.509
C -3.53 -3.76 0.95 -0.245
C -2.12 -0.72 1.68 0.358
O -3.33 -0.32 2.14 -0.491
C -3.41 0.90 2.83 -0.255
C -0.92 -0.09 1.96 -0.308
C -0.34 1.73 -0.79 -0.326
C -1.54 2.21 -0.30 0.246
O -1.63 3.22 0.63 -0.519
C -0.43 3.80 1.10 -0.269
C -2.75 1.64 -0.72 0.267
O -3.99 2.05 -0.35 -0.503
C -4.24 3.43 -0.18 -0.241
H -3.44 -2.03 -1.92 0.196
H -3.51 -1.23 -3.52 0.168
H -5.01 -1.53 -2.60 0.197
H -1.44 -0.87 -2.63 0.239
H 1.74 1.99 -2.21 0.398
H 3.18 -0.37 -3.22 0.231
H 3.43 1.28 -3.85 0.194
H 5.28 0.65 -2.35 0.204
H 4.34 1.97 -1.63 0.192
H 4.01 -0.99 -0.94 0.199
H 3.13 0.36 -0.20 0.211
H 6.16 -0.02 -0.11 0.199
H 5.26 1.29 0.66 0.197
H 4.91 -1.67 1.32 0.193
H 5.96 -0.56 2.20 0.210
H 4.05 -0.58 3.53 0.193
H 3.80 0.88 2.56 0.232
H 2.47 -1.69 1.99 0.399
H 1.20 -2.07 0.22 0.229
H 0.87 -4.28 -0.52 0.164
H -0.22 -4.63 -1.88 0.194
H 0.57 -3.03 -1.77 0.231
H -4.55 -4.01 0.66 0.191
H -3.44 -3.86 2.04 0.171
H -2.83 -4.44 0.47 0.189
H -3.00 1.72 2.24 0.189
H -4.47 1.07 3.00 0.201
H -2.89 0.85 3.80 0.170
H -0.88 0.79 2.58 0.236
H 0.59 2.17 -0.44 0.231
H 0.09 4.34 0.30 0.169
H -0.74 4.51 1.87 0.194
H 0.24 3.06 1.54 0.224
H -3.86 3.80 0.78 0.185
H -3.79 4.01 -0.99 0.175
H -5.32 3.53 -0.21 0.188
```

Summary:
structure (SMILES) = COc1cc(C(=O)NCCCCCCNC(=O)c2cc(OC)c(OC)c(OC)c2)cc(OC)c1OC
DFT total energy = -46905.667 eV
E_LUMO = 0.785 eV
Kohn-Sham gap = 8.6 eV

***

6.
ORCA calculation (ωB97M-V with the def2-TZVPD basis set) on a molecular structure, C26H37BO6SV.

Structure (XYZ):
```
72
Properties=species:S:1:pos:R:3:mulliken_spin:R:1
V 0.24 0.94 0.12 2.182
O -0.92 -0.26 -0.97 0.012
C -2.35 -0.12 -0.69 -0.031
C -2.49 0.62 0.67 0.033
O -3.55 0.84 1.16 -0.003
O -1.31 1.00 1.19 -0.051
C -2.94 -1.51 -0.65 0.002
C -3.14 -2.17 0.56 0.000
C -3.59 -3.49 0.57 0.000
C -3.83 -4.15 -0.63 0.000
C -3.62 -3.49 -1.83 0.000
C -3.18 -2.18 -1.84 0.002
C -2.94 0.78 -1.75 -0.029
C -2.13 1.52 -2.61 0.015
C -2.70 2.39 -3.53 0.004
C -4.07 2.54 -3.60 0.000
C -4.89 1.80 -2.74 0.000
C -4.33 0.93 -1.82 0.001
H -0.66 -1.15 -0.61 -0.001
H -2.96 -1.66 1.50 0.000
H -3.76 -3.99 1.51 0.000
H -4.19 -5.17 -0.62 0.000
H -3.81 -4.00 -2.77 0.000
H -3.03 -1.66 -2.78 0.000
H -1.06 1.38 -2.59 0.008
H -2.06 2.95 -4.21 0.000
H -4.52 3.21 -4.31 0.000
H -5.96 1.91 -2.79 0.000
H -4.96 0.36 -1.15 0.000
C 1.76 -2.59 3.49 -0.001
C 2.20 -2.58 2.04 -0.009
C 3.60 -3.14 1.90 0.000
O 2.24 -1.16 1.63 -0.002
B 1.12 -0.91 0.93 -0.162
O 0.38 -2.03 0.63 0.010
C 1.15 -3.20 1.05 0.005
C 0.18 -4.18 1.68 0.001
C 1.76 -3.79 -0.21 0.000
H 2.49 -2.05 4.09 -0.001
H 1.69 -3.61 3.87 0.000
H 0.79 -2.11 3.61 0.001
H 4.26 -2.63 2.60 0.000
H 4.00 -3.02 0.90 0.000
H 3.61 -4.20 2.16 0.000
H -0.37 -3.73 2.51 0.000
H 0.72 -5.06 2.06 0.000
H -0.53 -4.52 0.93 0.000
H 2.41 -3.07 -0.71 0.001
H 0.96 -4.07 -0.89 -0.001
H 2.34 -4.69 0.02 0.000
C 3.41 2.30 2.71 0.004
C 4.18 3.07 1.64 -0.003
C 3.90 2.56 0.22 0.009
S 2.17 2.82 -0.23 0.013
O 1.75 1.59 -1.05 -0.022
C 2.22 4.20 -1.40 0.000
C 1.17 5.25 -1.06 0.003
C -0.25 4.70 -1.09 0.001
H 3.68 2.67 3.70 0.000
H 3.63 1.24 2.66 -0.003
H 2.33 2.43 2.61 0.004
H 5.25 2.96 1.80 0.000
H 3.97 4.14 1.70 0.000
H 4.01 1.48 0.16 -0.002
H 4.53 3.03 -0.53 0.002
H 2.01 3.72 -2.35 0.000
H 3.23 4.60 -1.41 -0.001
H 1.26 6.05 -1.80 0.000
H 1.39 5.71 -0.09 -0.001
H -0.48 4.24 -2.05 -0.001
H -0.98 5.49 -0.92 0.000
H -0.42 3.96 -0.30 0.010
```

Summary:
total charge = +1
DFT total energy = -77043.938 eV
E_LUMO (spin up / spin down) = -3.118 / -2.665 eV
spin multiplicity = 3
Kohn-Sham gap (spin up / spin down) = 8.4 / 8.9 eV

***

Question: Which of these has the highest DFT total energy?
Answer: C26H36N2O8